The molecule C6H10O in a non-equilibrium geometry. Source: the OMol25 dataset; level of theory: ωB97M-V/def2-TZVPD.

Each line ends with the Mulliken charge.
Atoms and positions in Å:
C 2.40 -0.06 0.68  -0.780
O 1.21 0.44 0.14  -0.296
C 0.47 -0.44 -0.64  -0.281
C -0.70 0.13 -1.31  -0.394
C -1.32 1.16 -0.32  -0.528
C -1.50 0.05 0.75  -0.650
C -0.97 -0.91 -0.27  -0.267
H 2.82 0.71 1.33  0.250
H 3.13 -0.31 -0.10  0.295
H 2.21 -0.96 1.30  0.328
H 0.79 -1.46 -0.68  0.436
H -0.90 0.13 -2.38  0.387
H -2.30 1.49 -0.68  0.307
H -0.70 2.01 -0.04  0.257
H -2.52 -0.16 1.08  0.303
H -0.84 0.12 1.62  0.167
H -1.27 -1.94 -0.48  0.466

Properties
Charge ... 0
SMILES string ... CO[C@@H]1[C@@H]2CC[C@@H]21
E_HOMO ... -8.490 eV
LUMO energy ... 1.1016 eV


A cluster of 2 separate species, C3H10N2O3 in total in a non-equilibrium geometry. Source: the OMol25 dataset; level of theory: ωB97M-V/def2-TZVPD.

Each line ends with the Mulliken charge.
Atoms and positions in Å:
N 1.46 -1.25 0.98  -0.604
C 1.51 0.07 0.24  0.035
C 0.29 0.93 0.67  -0.960
N -0.86 1.17 -0.16  -0.124
C -1.91 0.36 0.08  0.571
O -2.85 0.25 -0.67  -0.602
O -2.03 0.17 1.48  -0.476
H 1.54 -2.06 0.45  0.201
H 0.65 -1.27 1.60  0.203
H 2.55 0.39 0.43  0.212
H 1.58 -0.20 -0.84  0.264
H 0.42 1.97 1.03  0.436
H -0.04 0.55 1.66  0.358
H -0.81 1.43 -1.16  0.230
H -2.74 -0.46 1.59  0.325
O 0.44 -0.72 -2.05  -0.640
H 0.50 -1.41 -2.69  0.258
H 0.31 0.08 -2.65  0.313

Properties
Charge ... 0
SMILES string ... NCCNC(=O)O.O
E_HOMO ... -8.644 eV
LUMO energy ... 0.3244 eV


A structure of composition C18H25PPtS4. Source: the OMol25 dataset; level of theory: ωB97M-V/def2-TZVPD.

Each line ends with the Mulliken charge.
Atoms and positions in Å:
Pt 0.48 0.73 0.88  1.033
C 0.84 -0.13 4.88  -1.668
C 0.40 -1.09 3.78  0.747
C 0.69 -2.54 4.20  -1.502
C 1.09 -0.85 2.45  -0.373
C 2.36 -0.19 2.37  0.216
C 3.12 -0.20 1.22  -0.971
C 2.58 -0.72 0.03  1.379
C 3.37 -0.66 -1.23  -1.649
C 1.29 -1.33 0.07  -0.983
C 0.60 -1.48 1.28  -0.754
H 0.16 -0.21 5.73  0.410
H 0.84 0.92 4.57  0.376
H 1.83 -0.38 5.25  0.417
H -0.67 -0.99 3.62  0.363
H 1.77 -2.69 4.32  0.405
H 0.32 -3.26 3.47  0.382
H 0.21 -2.75 5.15  0.429
H 2.74 0.31 3.25  0.437
H 4.09 0.27 1.21  0.496
H 3.20 0.30 -1.72  0.240
H 3.09 -1.45 -1.92  0.412
H 4.43 -0.72 -1.02  0.493
H 0.88 -1.76 -0.84  0.484
H -0.33 -2.04 1.32  0.529
S -0.34 2.22 2.36  -0.040
S -1.77 3.49 1.90  0.268
S -2.67 3.38 0.26  0.107
S 0.48 2.31 -0.84  -0.440
C -0.99 3.03 -3.42  -1.157
P -0.43 1.58 -2.53  1.055
C 0.77 0.75 -3.58  -1.241
C -1.82 0.47 -2.30  0.745
C -2.40 0.19 -1.06  -0.033
C -3.49 -0.65 -0.98  -0.956
C -4.02 -1.21 -2.14  -0.516
C -3.45 -0.94 -3.37  -0.782
C -2.36 -0.10 -3.46  -0.659
H -1.37 2.73 -4.40  0.405
H -0.16 3.73 -3.56  0.464
H -1.79 3.52 -2.86  0.331
H 0.36 0.61 -4.58  0.478
H 1.00 -0.23 -3.16  0.295
H 1.67 1.36 -3.64  0.425
H -1.99 0.64 -0.16  0.321
H -3.95 -0.86 -0.02  0.457
H -4.88 -1.87 -2.07  0.430
H -3.87 -1.37 -4.27  0.427
H -1.93 0.12 -4.43  0.270

Properties
Charge ... +2
E_HOMO (alpha / beta) ... -15.116 / -15.115 eV
LUMO energy (alpha / beta) ... -8.8043 / -8.7956 eV


A structure of composition C42H62N2O21S in a non-equilibrium geometry. Source: the OMol25 dataset; level of theory: ωB97M-V/def2-TZVPD.

Each line ends with the Mulliken charge.
Atoms and positions in Å:
C -2.07 4.56 -5.38  -0.602
O -2.18 5.18 -4.12  -0.450
C -2.04 4.29 -3.02  -0.568
C -2.84 2.99 -3.13  -0.286
C -3.20 2.41 -1.76  -0.219
C -4.33 1.39 -1.90  -0.708
C -4.33 0.33 -0.79  -1.526
C -3.15 -0.62 -1.06  2.067
C -3.49 -1.76 -2.02  -0.386
C -2.43 -2.11 -3.08  -1.162
C -1.79 -0.91 -3.80  -0.212
C -0.36 -0.62 -3.41  0.355
C 0.14 -0.69 -2.14  0.168
C 1.50 -0.39 -1.79  0.337
C 1.90 -0.48 -0.33  -0.959
C 1.21 0.63 0.44  0.568
O 1.76 1.62 0.77  -0.574
O -0.11 0.50 0.73  -0.457
C 2.40 -0.02 -2.75  -1.465
C 1.93 0.08 -4.09  0.553
N 2.64 0.44 -5.16  -0.532
S 1.67 0.41 -6.43  0.083
N 0.29 -0.04 -5.71  -0.704
C 0.57 -0.20 -4.43  0.914
H -1.31 3.78 -5.40  0.233
H -3.04 4.16 -5.69  0.237
H -1.81 5.34 -6.10  0.260
H -0.98 4.04 -2.93  0.283
H -2.35 4.84 -2.14  0.424
H -3.74 3.12 -3.73  0.227
H -2.21 2.27 -3.67  0.000
H -3.50 3.22 -1.10  0.643
H -2.29 1.97 -1.35  -0.115
H -4.32 0.87 -2.86  0.253
H -5.26 1.94 -1.83  0.768
H -5.27 -0.20 -0.69  0.281
H -4.14 0.83 0.16  0.429
H -2.32 0.00 -1.39  -1.063
H -2.83 -1.04 -0.10  -0.330
H -4.46 -1.58 -2.48  0.150
H -3.63 -2.65 -1.41  0.150
H -1.67 -2.78 -2.67  0.358
H -2.95 -2.69 -3.85  0.464
H -1.81 -1.01 -4.88  0.633
H -2.38 -0.03 -3.55  -0.503
H -0.52 -0.99 -1.34  0.345
H 1.58 -1.44 0.06  0.471
H 2.97 -0.33 -0.23  0.422
H -0.36 -0.43 0.76  0.293
H 3.43 0.20 -2.51  0.434
C 3.00 -0.03 4.32  -1.404
C 1.92 -1.04 4.61  0.682
C 2.27 -2.06 5.67  -0.172
O 1.49 -3.20 5.26  -0.363
C 1.31 -3.11 3.92  0.591
O 0.89 -3.98 3.23  -0.566
O 1.69 -1.89 3.47  -0.247
H 2.65 0.70 3.59  0.325
H 3.30 0.50 5.22  0.347
H 3.88 -0.52 3.89  0.375
H 0.99 -0.53 4.85  0.189
H 1.98 -1.74 6.66  -0.114
H 3.32 -2.34 5.67  0.323
C 4.78 2.43 -4.24  -1.396
C 5.78 3.56 -4.23  0.463
C 7.07 3.26 -4.97  -0.499
O 8.02 4.07 -4.26  -0.344
C 7.55 4.24 -3.00  0.671
O 8.18 4.69 -2.10  -0.561
O 6.27 3.82 -2.91  -0.316
H 3.86 2.73 -3.74  0.404
H 4.54 2.12 -5.25  0.369
H 5.18 1.57 -3.69  0.259
H 5.32 4.48 -4.60  0.313
H 7.03 3.55 -6.02  0.317
H 7.37 2.22 -4.89  0.335
C -10.49 -1.41 -2.28  -1.470
C -9.40 -0.42 -2.60  0.484
C -8.05 -1.03 -2.89  -0.596
O -7.14 -0.01 -2.45  -0.124
C -7.78 0.72 -1.49  0.555
O -7.26 1.52 -0.79  -0.494
O -9.09 0.40 -1.45  -0.380
H -11.44 -0.91 -2.15  0.362
H -10.59 -2.14 -3.09  0.371
H -10.27 -1.94 -1.35  0.357
H -9.71 0.24 -3.41  0.256
H -7.89 -1.24 -3.94  0.352
H -7.86 -1.94 -2.31  0.328
C -0.24 -1.08 11.42  -1.442
C -0.24 -0.43 10.07  0.489
C -0.44 -1.38 8.91  -0.520
O 0.28 -0.72 7.85  -0.258
C 1.25 0.04 8.43  0.660
O 2.13 0.56 7.83  -0.504
O 1.06 0.12 9.76  -0.346
H -0.16 -0.34 12.21  0.356
H -1.16 -1.64 11.58  0.370
H 0.61 -1.76 11.53  0.359
H -0.96 0.39 10.04  0.239
H -1.48 -1.50 8.63  0.321
H 0.01 -2.36 9.07  0.301
C 10.24 2.70 1.48  -1.447
C 10.04 1.63 0.43  0.558
C 9.13 2.02 -0.71  -0.423
O 8.57 0.76 -1.10  -0.319
C 8.59 -0.06 -0.02  0.612
O 8.03 -1.10 0.06  -0.554
O 9.34 0.49 0.98  -0.362
H 10.95 2.37 2.24  0.365
H 10.61 3.61 1.02  0.373
H 9.30 2.91 1.99  0.359
H 11.01 1.28 0.06  0.251
H 9.67 2.47 -1.54  0.316
H 8.32 2.68 -0.40  0.251
C -2.29 -3.89 1.12  -1.225
C -3.42 -4.69 1.72  0.563
C -3.33 -6.18 1.50  -0.525
O -4.70 -6.57 1.48  -0.350
C -5.43 -5.50 1.08  0.620
O -6.58 -5.54 0.77  -0.538
O -4.67 -4.38 1.07  -0.288
H -2.40 -2.83 1.37  0.228
H -1.32 -4.23 1.49  0.470
H -2.30 -3.96 0.03  0.223
H -3.53 -4.46 2.78  0.222
H -2.79 -6.70 2.29  0.318
H -2.88 -6.44 0.53  0.317

Properties
Charge ... 0
E_HOMO ... -8.944 eV
LUMO energy ... -0.6206 eV